Entry 1:
Molecular formula: C44H40BrN4O7P2RbS
Method: DFT, wB97M-V/def2-TZVPD

As for the HOMO energy: -0.0640 Eh. The calculation puts the frontier orbital gap at 5.45 eV. The strongest force on any atom is 0.01611 hartree/bohr. As for the total charge: -2.

Last column: Löwdin charge in e.
Positions of all 100 atoms, in Å:
C (-0.556, -0.178, 4.201)  -0.083
H (6.132, 2.638, 1.447)  0.091
H (1.615, 2.075, 2.977)  0.150
H (1.443, -1.071, 5.745)  0.105
C (2.947, -1.006, -2.714)  -0.338
C (-4.261, -2.314, 4.064)  -0.010
C (3.790, 0.355, 0.556)  -0.093
C (-0.449, 2.490, -4.006)  -0.377
C (3.950, 2.099, -1.092)  -0.099
O (-1.052, 3.354, 3.083)  -0.037
C (4.943, 2.715, -0.341)  -0.099
H (5.092, 0.535, 2.250)  0.097
C (-4.501, -1.489, 1.432)  -0.904
C (3.098, -2.338, -2.320)  -0.080
H (1.001, 2.334, 0.243)  0.090
H (-0.290, 1.903, 4.916)  0.138
C (-0.214, 1.339, 3.989)  -0.100
C (-4.148, -3.218, 3.084)  -0.337
H (3.298, -0.536, 0.933)  0.104
C (1.250, 1.214, 3.535)  -0.263
H (-6.254, -0.202, 4.326)  0.078
C (-0.035, -3.853, -0.037)  -0.712
H (0.589, -1.842, 3.223)  0.155
C (-0.883, 3.407, -6.612)  -0.107
C (-1.841, -0.728, 3.581)  -0.492
C (1.807, -0.757, 4.766)  -0.101
C (3.800, -3.228, -3.126)  -0.082
C (2.158, 0.754, 4.691)  -0.099
C (0.524, 3.246, -4.665)  -0.108
C (3.477, -0.591, -3.934)  -0.098
C (0.041, 3.415, -1.360)  -0.356
H (-4.558, -5.299, 2.735)  0.075
C (5.367, 2.148, 0.856)  -0.107
H (-0.789, 6.702, -1.211)  0.091
C (-3.856, -4.671, 3.290)  -0.025
H (-4.956, 0.993, 4.532)  0.082
H (3.585, 2.556, -2.005)  0.090
H (1.574, 1.158, -3.529)  0.013
O (-1.811, -1.627, 2.764)  -0.065
C (-1.864, 2.674, -5.961)  -0.089
O (-2.932, -0.230, 4.123)  0.051
N (-4.251, -2.816, 1.787)  0.046
C (-0.483, 4.648, -1.744)  -0.101
O (1.229, 0.055, 2.691)  -0.124
H (-5.098, -0.375, 5.671)  0.069
H (-0.989, 4.750, -2.698)  0.094
C (0.724, -0.864, 3.679)  -0.253
H (1.076, 4.278, -6.463)  0.094
H (2.609, -2.673, -1.407)  0.075
N (1.428, 1.314, -2.539)  -0.424
H (1.947, 1.296, 5.614)  0.108
H (1.444, 3.493, -4.146)  0.105
H (0.304, 6.474, 1.001)  0.096
C (-0.971, 2.127, 2.883)  -0.670
C (0.753, 4.396, 0.732)  -0.074
C (0.651, 3.300, -0.108)  -0.091
C (-5.218, -0.060, 4.632)  -0.034
H (-2.407, 1.642, -4.152)  0.064
H (5.375, 3.650, -0.679)  0.093
C (-2.189, -2.933, -2.884)  -0.734
H (3.208, 0.906, 4.436)  0.095
C (-4.334, -0.875, 3.709)  -0.456
H (-3.319, -4.122, -4.268)  0.087
H (-2.849, -4.883, 2.919)  0.087
C (4.163, -1.486, -4.743)  -0.106
S (-4.618, -1.207, -0.262)  0.411
H (-2.799, 2.451, -6.461)  0.099
C (-0.370, 5.750, -0.905)  -0.100
Rb (-0.748, -0.770, 0.554)  0.763
H (-1.048, 3.759, -7.624)  0.092
C (4.332, -2.805, -4.336)  -0.110
H (-3.908, -4.928, 4.348)  0.070
C (-1.646, 2.219, -4.665)  -0.108
C (0.313, 3.694, -5.962)  -0.096
C (4.788, 0.968, 1.305)  -0.090
O (-0.342, -4.619, 0.893)  -0.019
C (0.249, 5.625, 0.331)  -0.088
H (3.905, -4.261, -2.818)  0.100
H (-0.677, -0.359, 5.273)  0.150
N (-4.618, -0.571, 2.357)  0.095
O (-1.374, 1.452, 1.905)  -0.144
H (-4.196, -2.616, 5.103)  0.105
H (4.865, -3.503, -4.971)  0.091
O (0.900, -3.020, -0.119)  -0.151
P (2.011, 0.035, -1.536)  0.978
C (-1.372, -5.195, -1.712)  -0.022
C (-2.650, -4.121, -3.421)  -0.128
P (-0.229, 1.856, -2.285)  1.021
H (-1.036, -6.065, -1.164)  0.110
C (3.373, 0.909, -0.655)  -0.357
H (2.664, -1.379, 4.503)  0.106
N (-1.378, -2.816, -1.865)  0.091
C (-0.958, -3.943, -1.270)  -0.174
H (-2.543, -6.251, -3.171)  0.098
H (4.569, -1.155, -5.692)  0.092
H (-4.074, -3.445, 1.021)  0.106
C (-2.213, -5.285, -2.804)  -0.077
H (3.375, 0.441, -4.255)  0.094
H (1.176, 4.278, 1.721)  0.099
Br (-2.751, -1.298, -3.711)  0.699

Entry 2:
Molecular formula: C13H18N5O3
Method: DFT, wB97M-V/def2-TZVPD

As for the HOMO energy: -0.4248 Eh. The calculation puts the frontier orbital gap at 8.99 eV. The strongest force on any atom is 0.03107 hartree/bohr. As for the total charge: +1. Its SMILES is COc1cccc(C[N@H+]2CCN[C@]2(O)c2nonc2N)c1.

Last column: Löwdin charge in e.
Positions of all 39 atoms, in Å:
H (-0.344, 2.245, -0.159)  0.111
C (-2.508, -0.307, -0.674)  0.047
C (-1.273, 1.693, -0.174)  -0.050
H (-0.450, -1.183, 1.637)  0.149
H (-6.302, 0.954, -0.551)  0.101
C (-0.036, -0.278, -1.095)  -0.059
C (-6.043, 0.087, 0.063)  -0.064
C (-2.441, 2.295, 0.254)  -0.051
H (4.943, -0.553, -1.753)  0.103
H (6.094, 0.689, -1.459)  0.122
H (0.047, -2.411, 0.445)  0.148
H (-2.418, 3.311, 0.614)  0.116
H (-0.232, -1.236, -1.576)  0.140
C (0.371, -1.542, 1.022)  -0.065
N (4.557, 2.087, 0.051)  0.137
C (3.061, 0.468, -0.026)  -0.114
C (-3.694, 0.303, -0.247)  -0.265
N (0.832, -0.496, 0.088)  -0.005
C (-1.312, 0.384, -0.647)  -0.226
H (-6.773, -0.702, -0.102)  0.099
H (-4.541, 2.114, 0.556)  0.111
H (0.510, 0.362, -1.793)  0.151
C (1.642, -1.859, 1.799)  -0.136
H (1.834, -1.095, 2.564)  0.133
C (2.322, -0.818, -0.221)  -0.452
C (-3.646, 1.615, 0.222)  0.000
N (2.555, 1.436, 0.699)  0.120
N (5.277, 0.184, -1.155)  0.167
H (0.876, 0.407, 0.594)  0.140
H (1.618, -2.841, 2.270)  0.135
O (2.487, -1.256, -1.506)  0.086
H (2.355, -2.214, -1.557)  0.143
C (4.372, 0.884, -0.455)  -0.324
H (3.587, -1.861, 1.044)  0.150
N (2.626, -1.858, 0.728)  0.069
H (-2.566, -1.319, -1.041)  0.130
H (-6.046, 0.369, 1.119)  0.100
O (3.460, 2.405, 0.744)  -0.029
O (-4.799, -0.462, -0.321)  -0.067

Entry 3:
Molecular formula: C42H91Br2NO15
Method: DFT, wB97M-V/def2-TZVPD

As for the HOMO energy: -0.3503 Eh. The calculation puts the frontier orbital gap at 8.41 eV. The strongest force on any atom is 0.04788 hartree/bohr. As for the total charge: 0.

Last column: Löwdin charge in e.
Positions of all 151 atoms, in Å:
H (-6.753, 1.999, 7.533)  0.076
H (2.021, -3.465, 5.847)  0.075
H (6.280, 4.430, -1.722)  0.048
C (2.646, -2.906, -3.630)  -0.772
H (-2.762, 1.572, -4.497)  0.101
H (0.653, 2.175, 0.785)  0.120
C (2.571, 2.426, 4.825)  -0.086
H (3.509, -3.316, 8.524)  0.106
H (0.483, 6.043, -2.120)  0.111
H (-1.975, 3.229, 2.153)  0.089
H (7.649, 7.241, 0.022)  0.072
H (-4.942, -1.679, -4.259)  0.066
C (2.545, 2.293, -0.331)  -0.170
H (-3.090, 3.225, 4.327)  0.077
H (-0.743, 1.318, 3.841)  0.113
C (-3.236, -3.386, 1.623)  -0.316
H (-5.888, -0.126, 7.801)  0.107
H (-3.705, -0.845, -3.333)  0.052
H (1.803, -2.202, 7.050)  0.069
O (5.569, -2.324, 0.875)  -0.110
H (1.940, 2.061, 7.306)  0.074
H (-3.985, 2.853, -2.839)  0.109
C (-1.472, 0.697, -3.017)  -0.001
H (1.610, 4.226, 5.521)  0.107
H (2.445, 1.744, -2.451)  0.114
H (-7.066, -2.401, -5.190)  0.091
C (1.581, -3.314, -2.584)  -0.661
H (4.394, -6.064, -0.854)  0.096
H (-1.662, -3.083, 0.521)  0.033
H (-4.794, 2.927, -7.801)  0.109
H (1.671, 2.005, 4.376)  0.056
O (5.549, 2.260, -1.292)  -0.069
C (0.898, 0.401, -0.463)  -0.074
O (4.437, -2.743, 6.773)  -0.093
C (-3.677, -4.653, 0.914)  -0.087
C (-5.608, 0.528, 6.969)  -0.324
H (-2.581, 6.084, -2.124)  0.071
Br (0.027, -3.981, -3.551)  0.785
H (-7.491, -4.957, -6.832)  0.075
O (-7.630, -4.161, -4.282)  -0.084
C (5.907, -2.570, 2.249)  -0.298
O (-1.115, -2.294, -1.300)  0.048
H (6.817, -5.613, -0.363)  0.073
C (3.460, -3.531, 7.451)  -0.318
C (3.171, 1.803, -1.635)  -0.176
C (-0.125, -0.135, -1.144)  -0.036
H (3.150, 1.590, 5.228)  0.071
C (2.066, -3.255, 6.916)  -0.090
H (7.649, 5.468, 0.012)  0.073
C (1.279, -2.204, -1.590)  -0.184
H (3.160, 2.912, 4.046)  0.075
C (-7.606, -3.323, -5.432)  -0.324
N (-2.994, 2.185, -1.179)  0.097
C (-6.953, -4.037, -6.601)  -0.093
H (-5.857, 4.964, -6.796)  0.075
H (4.596, 2.345, -3.100)  0.120
H (-3.840, 3.515, -6.430)  0.108
H (2.501, -3.580, -4.468)  0.051
H (-1.560, 6.619, -0.799)  0.075
H (3.728, -4.575, 7.298)  0.111
O (6.252, 5.213, -2.285)  -0.092
O (1.420, 2.779, 6.936)  -0.086
H (-6.134, 0.853, 4.904)  0.071
O (2.494, -0.413, 1.123)  0.123
Br (2.351, -1.113, -4.334)  0.738
H (-6.718, -4.383, -4.065)  0.076
C (-1.247, 0.689, -1.672)  -0.165
H (-0.536, 5.512, -3.468)  0.109
H (-2.352, 2.182, 5.557)  0.077
H (4.215, 3.678, -1.930)  0.109
H (-1.546, 7.508, -2.334)  0.073
H (6.274, 7.234, -2.081)  0.110
O (-4.892, 1.812, -6.070)  -0.099
H (6.750, -6.732, 0.991)  0.076
H (-5.925, -4.317, -6.356)  0.072
C (-1.607, 6.516, -1.883)  -0.089
C (4.661, -2.558, 3.107)  -0.076
H (-7.482, 0.338, 5.909)  0.071
H (-0.882, 0.102, -3.701)  0.123
O (-4.195, -3.248, -2.223)  -0.093
H (-6.938, -3.405, -7.491)  0.071
C (-0.098, -1.626, -1.356)  -0.273
H (-1.786, 1.354, 0.296)  0.110
C (-4.747, -1.161, -3.317)  -0.075
H (-4.544, 0.403, 6.778)  0.104
H (-3.429, -3.460, 2.694)  0.107
O (-5.815, 1.885, 7.354)  -0.088
H (-6.901, 3.548, -6.578)  0.073
H (-3.212, 1.480, 4.172)  0.073
H (6.615, -1.806, 2.582)  0.111
H (2.574, 3.386, -0.340)  0.117
H (-4.747, -4.826, 1.047)  0.075
O (-1.839, -3.163, 1.465)  -0.087
H (4.337, -7.181, 0.522)  0.112
C (-4.797, 3.080, -6.717)  -0.318
C (2.275, -1.674, -0.891)  0.058
H (5.138, -1.464, 0.837)  0.066
C (1.944, -0.552, 0.046)  -0.309
H (2.010, -4.144, -2.027)  0.101
H (-8.636, -3.062, -5.672)  0.111
H (3.309, -1.987, -0.935)  0.115
C (-1.264, 2.263, 3.691)  -0.308
H (-1.405, 3.924, -1.988)  0.045
H (4.897, -2.751, 4.155)  0.063
C (6.318, 6.355, -1.439)  -0.321
H (-0.600, 3.077, 4.001)  0.104
C (-6.414, 0.193, 5.727)  -0.095
C (-0.487, 5.620, -2.379)  -0.309
H (3.954, -3.314, 2.762)  0.073
H (5.440, 6.365, -0.781)  0.107
H (4.161, -1.589, 3.032)  0.066
H (4.956, -4.425, 0.671)  0.039
C (-5.011, -2.083, -2.143)  -0.301
H (3.110, 1.964, 0.541)  0.108
H (-6.050, -2.412, -2.144)  0.109
O (-1.524, 2.391, 2.293)  -0.100
H (8.466, 6.345, -1.273)  0.075
C (4.825, -6.290, 0.129)  -0.318
H (-3.273, -2.963, -2.211)  0.050
C (4.093, -3.121, -3.154)  -0.119
H (-4.811, -1.571, -1.195)  0.107
C (4.403, 2.616, -2.057)  -0.246
H (-3.130, -5.514, 1.301)  0.074
H (4.513, -2.179, -2.801)  0.059
H (4.213, -1.818, 6.912)  0.075
C (-2.004, 1.406, -0.765)  -0.073
H (-5.942, 4.139, -5.229)  0.072
C (-2.552, 2.288, 4.490)  -0.083
H (5.633, 1.304, -1.261)  0.080
C (7.595, 6.359, -0.618)  -0.093
H (-3.782, -2.518, 1.235)  0.102
H (6.401, -3.539, 2.298)  0.108
H (4.714, -3.503, -3.960)  0.083
H (-6.251, -0.841, 5.419)  0.073
H (1.321, -3.867, 7.426)  0.074
C (-5.939, 3.992, -6.310)  -0.091
H (-5.730, 1.414, -6.326)  0.080
C (2.204, 3.406, 5.923)  -0.322
H (3.544, 0.774, -1.522)  0.097
C (-3.185, 2.201, -2.496)  -0.177
O (4.534, -5.221, 1.022)  -0.091
H (6.546, -7.340, -0.663)  0.072
H (0.528, 2.427, -0.935)  0.094
H (-5.379, -0.272, -3.266)  0.081
C (6.322, -6.512, 0.012)  -0.088
H (-3.469, -4.588, -0.156)  0.055
H (4.138, -3.814, -2.313)  0.069
C (-2.509, 1.500, -3.450)  -0.065
O (-0.558, 4.332, -1.780)  -0.093
C (1.072, 1.868, -0.174)  -0.109
H (3.105, 3.827, 6.382)  0.107

Number 1: LUMO level 3.71 eV, E -166686.2491 eV. Number 2: LUMO level -2.57 eV, E -27357.7381 eV. Number 3: LUMO level -1.13 eV, E -217313.6981 eV.